DFT (the ωB97M-V functional and the def2-TZVPD basis) results for 11 unconnected molecules or ions with the total composition C44H59N7O8.

The geometry in XYZ format:
```
118
Properties=species:S:1:pos:R:3:forces:R:3
C -20.683 -10.151 6.603 -1.34 2.04 2.15
C -21.322 -9.115 5.863 -0.13 1.29 0.40
C -21.680 -8.061 6.742 -0.24 -1.30 -0.82
N -21.406 -8.461 8.019 1.04 -1.46 -0.73
C -20.787 -9.696 7.938 0.43 -1.09 -0.58
H -20.323 -11.124 6.304 0.05 0.27 -0.09
H -21.516 -9.126 4.801 0.12 0.14 0.00
H -22.178 -7.111 6.619 0.01 -0.18 -0.42
H -21.677 -7.977 8.863 0.29 -0.15 -0.24
H -20.421 -10.260 8.783 -0.22 0.41 0.29
C -22.175 -12.313 -3.629 -0.89 -1.16 1.09
C -23.262 -11.694 -4.261 -1.76 -0.30 1.19
C -24.443 -12.071 -3.524 1.74 1.33 -2.60
N -24.060 -12.948 -2.586 0.27 -0.45 1.01
C -22.700 -13.110 -2.589 1.18 0.66 -1.33
H -21.130 -12.242 -3.891 -0.09 -0.08 0.02
H -23.175 -11.082 -5.147 -0.37 0.15 0.18
H -25.468 -11.764 -3.672 0.09 -0.18 0.09
H -24.715 -13.343 -1.927 0.38 -0.07 -0.07
H -22.107 -13.781 -1.987 -0.57 0.06 0.37
C -14.248 -10.937 5.264 -0.47 -1.85 -0.66
C -15.100 -11.448 4.240 -1.82 1.94 -1.58
C -15.890 -10.351 3.737 1.81 -2.45 1.54
N -15.522 -9.272 4.471 0.38 -0.03 0.56
C -14.541 -9.638 5.410 -0.81 2.30 -0.57
H -13.547 -11.529 5.833 0.01 0.23 0.01
H -15.236 -12.414 3.776 0.45 -0.21 0.38
H -16.668 -10.361 2.987 0.13 0.26 0.04
H -15.952 -8.365 4.362 0.32 -0.15 0.24
H -14.106 -8.879 6.042 -0.09 -0.11 0.00
C -18.452 -11.080 -3.452 0.56 -0.24 -2.34
C -18.776 -11.863 -2.373 1.58 -1.79 2.80
C -17.659 -12.703 -2.099 -1.33 0.32 -0.46
N -16.788 -12.598 -3.152 -1.04 1.31 -0.46
C -17.303 -11.625 -4.000 0.80 0.30 0.18
H -18.999 -10.280 -3.928 -0.18 -0.15 0.11
H -19.655 -11.909 -1.747 -0.03 0.44 0.00
H -17.455 -13.302 -1.223 -0.01 -0.26 -0.35
H -15.916 -13.070 -3.343 -0.30 0.02 0.46
H -16.769 -11.354 -4.899 -0.02 0.01 0.10
C -18.799 -8.935 1.067 0.44 0.37 -0.09
C -20.029 -9.549 0.709 1.72 -0.48 -0.53
C -20.945 -9.027 1.535 -3.02 0.02 -0.17
N -20.408 -8.070 2.317 0.50 0.38 0.53
C -19.081 -8.014 2.043 0.85 0.19 0.55
H -17.832 -9.113 0.619 -0.05 0.00 0.04
H -20.110 -10.289 -0.074 -0.41 0.08 0.19
H -22.015 -9.174 1.515 0.03 -0.11 0.15
H -20.829 -7.492 3.030 -0.22 -0.40 -0.31
H -18.478 -7.371 2.667 0.25 -0.01 -0.34
C -17.094 -15.872 6.421 0.36 -1.97 0.36
C -16.633 -14.724 5.822 0.11 0.88 -0.61
C -17.472 -13.716 6.210 -0.68 1.13 -0.23
N -18.475 -14.243 7.021 1.76 -0.10 -0.66
C -18.166 -15.570 7.184 -1.92 -0.25 0.75
H -16.630 -16.831 6.242 -0.26 -0.15 0.41
H -15.806 -14.784 5.130 0.03 0.82 0.11
H -17.448 -12.665 5.963 -0.04 -0.03 -0.01
H -19.279 -13.765 7.403 0.43 -0.06 -0.03
H -18.826 -16.164 7.799 0.20 -0.24 -0.13
C -18.173 -16.646 -0.997 -0.44 0.21 1.39
C -18.270 -16.237 -2.334 -1.57 -1.65 -0.72
C -19.570 -16.626 -2.759 0.97 1.84 1.67
N -20.260 -16.942 -1.583 -0.60 -0.88 -1.93
C -19.425 -17.095 -0.544 1.67 1.33 -0.07
H -17.325 -16.455 -0.356 0.07 -0.22 -0.01
H -17.462 -15.817 -2.914 -0.22 -0.15 -0.16
H -20.059 -16.459 -3.707 -0.14 -0.08 0.23
H -21.260 -17.074 -1.530 0.26 -0.22 -0.15
H -19.761 -17.321 0.457 -0.02 -0.09 -0.21
O -23.796 -15.018 1.949 -0.39 1.67 0.35
C -23.931 -13.816 2.161 0.82 -3.17 -0.23
C -24.556 -12.813 1.281 0.80 0.04 -0.25
C -24.361 -11.556 2.109 -1.97 1.62 -1.10
C -23.607 -11.908 3.343 -0.87 1.16 1.21
O -23.392 -13.257 3.239 1.40 -2.40 0.38
H -23.956 -12.911 0.377 -0.16 0.41 -0.24
H -25.605 -13.045 1.098 0.19 -0.06 -0.14
H -23.959 -10.667 1.624 -0.01 -0.31 -0.33
H -25.406 -11.357 2.348 0.14 0.84 0.44
H -22.711 -11.310 3.513 0.24 -0.46 -0.26
H -24.230 -11.835 4.234 -0.05 0.64 0.14
O -20.485 -18.843 6.108 -0.71 1.86 -2.19
C -20.837 -18.110 5.172 1.62 -2.32 3.41
C -19.974 -17.254 4.282 -0.12 -0.03 0.01
C -20.897 -17.115 3.128 -0.53 0.70 -1.18
C -22.309 -17.220 3.725 0.52 1.78 -1.65
O -22.123 -18.032 4.826 -0.38 -1.10 1.17
H -19.772 -16.256 4.671 0.14 -0.24 0.65
H -19.053 -17.713 3.925 0.07 -0.10 0.77
H -20.710 -16.127 2.709 -0.33 -0.32 -0.86
H -20.669 -17.960 2.478 -0.38 0.29 -0.57
H -22.640 -16.223 4.015 -0.07 0.05 0.27
H -23.075 -17.569 3.032 0.18 -0.46 0.20
O -15.658 -14.251 0.650 -0.35 -0.59 0.16
C -14.999 -14.819 1.480 -0.74 0.81 -0.18
C -15.274 -16.033 2.325 -0.44 -0.53 0.79
C -13.888 -16.355 2.872 -0.51 -1.64 0.00
C -13.131 -15.065 2.792 0.25 -0.32 0.34
O -13.803 -14.324 1.805 0.69 0.90 -0.63
H -15.959 -15.898 3.162 -0.17 0.97 -0.07
H -15.795 -16.834 1.801 0.49 0.01 -0.47
H -13.876 -16.745 3.890 -0.17 -0.11 -0.09
H -13.523 -17.138 2.207 0.69 0.11 0.14
H -13.184 -14.519 3.734 0.13 0.10 0.04
H -12.092 -15.232 2.508 -0.04 0.32 -0.04
O -21.325 -12.608 0.292 2.18 -1.05 1.93
C -20.489 -12.782 1.184 -0.18 0.95 -0.42
C -19.119 -13.511 1.331 -0.77 -0.39 -1.80
C -18.705 -13.307 2.741 1.14 0.31 1.26
C -19.540 -12.114 3.241 0.23 -1.64 -0.95
O -20.688 -12.231 2.406 -1.68 0.89 -0.05
H -19.281 -14.542 1.018 -0.03 -0.19 0.19
H -18.301 -13.196 0.683 -0.52 0.51 -0.40
H -18.810 -14.200 3.358 -0.29 0.08 0.13
H -17.652 -13.031 2.799 0.13 -0.18 0.01
H -19.834 -12.265 4.280 -0.08 0.43 -0.13
H -19.048 -11.167 3.021 -0.12 0.14 0.32
```
Positions in Å, forces in eV/Å.

SMILES   c1cc[nH]c1.c1cc[nH]c1.c1cc[nH]c1.c1cc[nH]c1.c1cc[nH]c1.c1cc[nH]c1.c1cc[nH]c1.O=C1CCCO1.O=C1CCCO1.O=C1CCCO1.O=C1CCCO1
Lowest unoccupied orbital energy   0.3 eV
Frontier orbital gap   7.85 eV



DFT (the ωB97M-V functional and the def2-TZVPD basis) results for C6H8ClN3O2 in the gas phase.

The geometry in XYZ format:
```
20
Properties=species:S:1:pos:R:3:forces:R:3
C 2.204 -0.477 -0.551 0.00 0.56 -0.45
C 0.731 -0.646 -0.519 0.28 0.64 -1.31
C -0.152 -0.278 -1.493 -2.13 -0.02 -0.75
C -1.603 -0.216 -1.455 2.78 -0.76 -0.92
C -2.179 0.281 -0.338 -0.76 0.00 0.12
Cl -3.884 0.297 -0.093 -0.48 -0.04 -0.37
N -1.556 0.951 0.588 0.49 1.02 0.18
C -0.423 0.899 1.183 -1.11 0.52 2.54
N 0.151 2.023 1.752 0.06 -2.69 -2.33
N 0.303 -1.653 0.348 -1.27 -0.70 0.51
O -0.918 -1.878 0.477 1.70 -0.38 0.80
O 1.219 -2.287 0.859 -0.65 -0.72 0.62
H 2.652 -0.493 0.424 0.03 0.66 0.49
H 2.478 0.336 -1.182 -0.06 1.53 0.23
H 2.786 -1.181 -1.065 0.20 -2.16 -0.68
H 0.110 -0.057 -2.515 1.24 0.30 0.00
H -1.997 -0.405 -2.452 -0.88 0.30 0.67
H -0.197 -0.006 1.781 0.47 0.27 -0.99
H 0.461 1.877 2.643 1.32 -0.44 2.49
H -0.185 2.912 1.611 -1.21 2.10 -0.85
```
Positions in Å, forces in eV/Å.

SMILES   C/C(=C/C=C(Cl)\N=C\N)[N+](=O)[O-]
Lowest unoccupied orbital energy   -0.5 eV
Frontier orbital gap   7.70 eV



DFT (the ωB97M-V functional and the def2-TZVPD basis) results for 2 unconnected molecules or ions with the total composition C10H18Si.

The geometry in XYZ format:
```
29
Properties=species:S:1:pos:R:3:forces:R:3
C -1.200 2.037 -1.899 -0.61 -0.98 0.20
C -2.724 -2.530 -0.903 -1.19 1.82 2.10
C -2.646 0.726 2.413 0.58 -4.36 -0.56
C -0.795 0.802 -1.571 -0.77 0.73 1.61
C -2.645 -1.416 -0.175 -0.03 0.40 0.06
C -1.866 1.097 1.421 0.38 -0.11 -1.27
C 2.496 1.282 0.305 -1.28 -2.93 1.79
C 3.516 -0.942 -0.246 -0.85 2.57 0.85
C 1.186 -0.885 0.700 -2.33 2.28 -2.22
C 2.165 -0.112 -0.205 1.09 -1.89 1.44
Si -1.240 -0.111 0.042 1.75 0.09 0.96
H -0.923 2.428 -2.827 0.95 0.68 -1.41
H -1.951 2.688 -1.465 -0.02 -0.51 0.78
H -3.569 -3.162 -0.876 -0.99 -0.42 -0.09
H -1.944 -2.845 -1.443 2.94 -1.31 -2.09
H -3.063 1.334 3.113 -0.94 1.97 1.85
H -2.818 -0.386 2.638 -0.03 1.58 -0.59
H -0.013 0.359 -2.154 0.11 -0.26 -0.59
H -3.581 -1.174 0.331 0.27 0.22 0.29
H -1.669 2.164 1.416 0.22 0.12 -0.52
H 2.811 1.198 1.365 0.01 0.31 -0.61
H 1.618 1.833 0.209 -1.18 1.63 -0.09
H 3.250 1.494 -0.337 2.39 1.98 -1.48
H 3.820 -1.173 0.756 0.40 0.12 0.69
H 4.304 -0.389 -0.768 -0.10 -0.24 0.01
H 3.307 -1.846 -0.678 -0.23 -2.36 -1.49
H 0.991 -1.896 0.355 0.40 -0.22 1.00
H 1.331 -0.484 1.705 -0.45 -1.18 0.19
H 1.851 -0.094 -1.223 -0.50 0.29 -0.82
```
Positions in Å, forces in eV/Å.

Lowest unoccupied orbital energy   0.6 eV
Frontier orbital gap   8.39 eV



DFT (the ωB97M-V functional and the def2-TZVPD basis) results for a molecular structure, C67H60F11GaIO2.

The geometry in XYZ format:
```
142
Properties=species:S:1:pos:R:3:forces:R:3
O 3.753 -4.869 2.434 -0.04 -0.04 0.24
O 3.564 -4.760 1.018 -0.23 0.00 -0.31
C 4.309 -3.637 0.499 0.44 0.21 0.26
Ga 4.401 -1.932 1.649 -0.57 -0.14 -0.15
I 6.853 -0.931 1.378 0.05 -0.07 -0.07
H 4.267 -5.684 2.510 0.09 0.05 -0.14
H 5.310 -3.988 0.215 0.01 0.01 0.00
H 3.782 -3.369 -0.418 -0.08 -0.13 0.07
H 3.403 -0.843 1.010 0.12 0.01 -0.02
H 4.184 -2.163 3.178 -0.01 -0.10 0.05
F 5.036 -0.639 4.689 0.19 0.24 0.24
C 4.663 -0.590 5.964 -0.11 0.01 0.04
C 3.621 0.246 6.327 -0.08 0.06 -0.02
C 3.222 0.287 7.654 0.06 -0.05 0.02
C 3.866 -0.496 8.604 -0.02 0.00 0.05
C 4.911 -1.327 8.219 -0.06 0.06 -0.03
C 5.313 -1.382 6.893 0.08 -0.07 0.04
H 3.137 0.848 5.570 0.01 -0.04 -0.03
H 2.402 0.931 7.947 -0.01 0.01 -0.02
H 3.552 -0.460 9.639 0.00 -0.01 0.00
H 5.416 -1.937 8.957 0.00 -0.02 -0.01
H 6.117 -2.029 6.569 -0.01 0.02 -0.04
F -0.225 -0.051 6.256 -0.02 0.01 0.03
C -0.437 -0.726 5.099 0.01 -0.08 -0.16
C -0.128 -2.068 5.048 0.07 -0.10 0.16
C -0.348 -2.758 3.865 -0.05 0.09 -0.07
C -0.858 -2.095 2.757 -0.02 -0.01 -0.03
C -1.156 -0.740 2.830 0.03 -0.15 0.06
C -0.950 -0.047 4.015 -0.04 0.23 -0.01
H 0.283 -2.561 5.918 0.03 0.00 -0.02
H -0.113 -3.812 3.808 0.06 0.01 0.00
H -1.018 -2.636 1.834 0.01 0.00 -0.01
H -1.543 -0.223 1.963 0.00 0.04 0.02
H -1.175 1.008 4.100 0.02 0.00 0.00
F -1.029 -4.405 7.400 0.00 -0.01 0.01
C -0.720 -3.986 8.643 0.04 0.04 0.13
C -0.600 -4.923 9.650 -0.01 -0.13 0.00
C -0.280 -4.489 10.929 -0.01 0.08 -0.02
C -0.093 -3.137 11.182 0.01 0.01 0.04
C -0.222 -2.215 10.153 0.01 -0.10 0.05
C -0.533 -2.637 8.869 -0.04 0.13 -0.14
H -0.756 -5.970 9.431 0.01 0.01 -0.03
H -0.176 -5.210 11.728 -0.01 -0.01 0.00
H 0.155 -2.803 12.182 0.00 0.00 0.00
H -0.078 -1.160 10.346 0.02 0.01 -0.02
H -0.629 -1.933 8.054 -0.01 -0.01 0.00
F -0.634 1.284 0.072 -0.22 0.03 -0.16
C -0.833 0.617 -1.087 0.00 -0.15 -0.13
C -0.529 -0.726 -1.136 0.06 -0.16 0.19
C -0.735 -1.410 -2.326 -0.05 0.10 -0.08
C -1.232 -0.746 -3.437 0.09 0.01 -0.01
C -1.528 0.608 -3.363 0.15 -0.04 0.05
C -1.331 1.301 -2.178 -0.05 0.16 -0.01
H -0.131 -1.223 -0.261 0.06 0.05 0.00
H -0.505 -2.466 -2.380 0.03 0.00 0.02
H -1.393 -1.282 -4.361 -0.07 0.03 -0.01
H -1.912 1.128 -4.231 -0.02 0.00 0.00
H -1.558 2.356 -2.095 0.03 0.00 0.02
F 3.359 5.420 0.578 -0.01 0.02 0.00
C 2.920 4.443 1.407 -0.06 -0.11 0.08
C 3.412 4.390 2.694 0.12 0.16 0.10
C 2.955 3.392 3.542 -0.09 -0.08 -0.05
C 2.027 2.464 3.090 -0.02 0.02 0.06
C 1.547 2.534 1.789 0.14 0.09 0.24
C 1.993 3.536 0.938 -0.11 0.01 -0.15
H 4.142 5.119 3.022 0.00 0.00 -0.03
H 3.327 3.340 4.556 0.03 0.01 0.00
H 1.674 1.682 3.750 0.02 -0.04 -0.03
H 0.832 1.810 1.439 0.08 -0.02 0.01
H 1.628 3.615 -0.078 0.04 -0.02 -0.01
F -4.140 -0.601 -3.720 -0.19 -0.11 -0.05
C -5.040 0.314 -4.121 -0.07 0.10 0.00
C -5.236 1.438 -3.342 0.04 0.05 0.13
C -6.161 2.384 -3.760 -0.01 -0.06 -0.07
C -6.876 2.193 -4.935 -0.02 0.08 -0.01
C -6.664 1.054 -5.698 0.03 0.04 0.07
C -5.735 0.104 -5.296 0.00 -0.10 -0.08
H -4.671 1.560 -2.427 0.03 -0.03 -0.02
H -6.325 3.272 -3.164 0.00 0.00 0.02
H -7.600 2.930 -5.252 -0.01 -0.01 0.00
H -7.224 0.901 -6.611 0.01 0.00 -0.01
H -5.547 -0.788 -5.878 0.01 -0.01 0.02
F -10.169 2.215 -4.865 -0.02 0.00 -0.02
C -10.470 2.263 -3.551 -0.03 0.00 0.15
C -11.480 3.105 -3.131 -0.08 0.09 -0.08
C -11.791 3.149 -1.779 0.06 -0.05 0.02
C -11.089 2.365 -0.874 -0.01 0.01 0.04
C -10.074 1.530 -1.321 -0.08 0.07 -0.01
C -9.760 1.472 -2.671 0.14 -0.13 -0.05
H -12.010 3.711 -3.853 0.01 -0.02 -0.02
H -12.584 3.798 -1.433 0.00 0.02 -0.01
H -11.332 2.405 0.180 0.00 0.00 0.00
H -9.522 0.921 -0.618 0.01 -0.02 -0.01
H -8.976 0.824 -3.040 0.01 0.04 -0.04
F -0.117 -0.402 -6.830 -0.01 0.03 0.03
C -0.306 -1.636 -7.342 -0.02 -0.13 -0.08
C -0.598 -1.764 -8.685 -0.02 0.12 -0.09
C -0.788 -3.036 -9.204 0.01 -0.04 0.08
C -0.693 -4.151 -8.382 -0.01 -0.03 -0.02
C -0.403 -3.995 -7.033 -0.03 0.03 -0.11
C -0.203 -2.728 -6.505 0.05 -0.03 0.18
H -0.672 -0.882 -9.307 0.02 0.01 0.01
H -1.011 -3.156 -10.256 -0.01 0.02 -0.01
H -0.845 -5.140 -8.792 0.00 0.00 0.00
H -0.332 -4.860 -6.388 0.02 0.01 0.01
H 0.035 -2.584 -5.460 0.04 0.02 -0.01
F 4.417 -4.542 -2.457 0.00 0.00 -0.26
C 4.665 -5.852 -2.603 0.02 -0.14 0.06
C 5.048 -6.331 -3.841 0.01 0.07 -0.11
C 5.305 -7.687 -3.981 -0.03 -0.02 0.07
C 5.171 -8.540 -2.894 0.01 -0.05 0.00
C 4.781 -8.032 -1.661 0.02 0.03 -0.11
C 4.528 -6.677 -1.504 -0.04 0.00 0.17
H 5.140 -5.648 -4.675 0.01 0.02 0.02
H 5.613 -8.078 -4.943 -0.01 0.01 -0.01
H 5.370 -9.597 -3.008 0.00 0.00 0.00
H 4.672 -8.696 -0.813 0.01 0.01 0.02
H 4.227 -6.255 -0.551 -0.02 0.04 -0.03
F -1.011 2.062 -10.707 -0.01 -0.01 -0.01
C 0.190 2.432 -10.210 0.14 0.05 0.05
C 1.091 3.063 -11.044 -0.02 0.03 -0.14
C 2.322 3.440 -10.527 -0.02 -0.04 0.08
C 2.635 3.177 -9.201 0.03 0.02 0.00
C 1.713 2.538 -8.384 0.04 0.04 -0.07
C 0.475 2.165 -8.888 -0.13 -0.08 0.10
H 0.828 3.251 -12.077 -0.02 0.00 0.01
H 3.039 3.941 -11.165 0.00 -0.01 -0.02
H 3.598 3.470 -8.804 0.00 0.00 0.00
H 1.954 2.327 -7.351 -0.02 -0.01 0.01
H -0.259 1.672 -8.265 0.01 -0.01 -0.01
F 2.393 5.926 5.784 0.00 -0.01 0.03
C 2.486 7.187 5.324 0.02 0.12 -0.05
C 3.326 8.073 5.969 0.08 -0.02 0.10
C 3.420 9.371 5.489 -0.06 -0.01 -0.06
C 2.676 9.766 4.386 0.00 0.04 -0.01
C 1.836 8.857 3.756 0.07 0.03 0.08
C 1.739 7.555 4.222 -0.13 -0.11 -0.10
H 3.892 7.745 6.830 0.00 -0.03 -0.02
H 4.079 10.076 5.978 0.00 -0.01 0.02
H 2.752 10.780 4.017 0.00 0.00 0.00
H 1.253 9.162 2.897 0.01 -0.02 -0.02
H 1.099 6.828 3.740 0.03 -0.04 0.02
```
Positions in Å, forces in eV/Å.

Lowest unoccupied orbital energy   1.8 eV
Frontier orbital gap   6.54 eV
Charge   -1